This record from the Open Molecules 2025 dataset describes a 4-piece molecular cluster, C16H27N5OP overall. The level of theory is ωB97M-V/def2-TZVPD.

Last column: Mulliken charge in e.
CARTESIAN COORDINATES (ANGSTROEM)
O: 1.82096 -1.51774 1.80585  -0.5520
P: 1.71435 -0.55906 0.69307  0.2769
C: -0.04547 -0.21893 0.23276  0.6138
C: -0.81506 -1.20099 -0.37185  -0.4560
C: -2.10890 -0.85025 -0.68933  -0.3866
C: -2.51014 0.45338 -0.36997  -0.3416
N: -1.77597 1.35652 0.22735  -0.8787
N: -0.53670 0.97666 0.51294  0.4894
H: 2.25059 -1.11368 -0.48599  0.1344
H: 2.22878 0.73582 0.93064  0.0017
H: -0.42893 -2.18617 -0.57415  0.4879
H: -2.79017 -1.53049 -1.17869  0.5833
H: -3.51230 0.75846 -0.62959  0.5312
H: 0.05232 1.68134 0.95426  0.2975
C: -5.18252 -1.20805 -5.95036  -1.1497
C: -3.70063 -1.35225 -5.62355  -0.3940
C: -3.42842 -2.41377 -4.54844  -0.3935
C: -4.09765 -2.07474 -3.29209  0.3674
N: -4.65407 -1.80687 -2.32602  -0.5265
H: -5.75377 -0.87599 -5.08241  0.3487
H: -5.32745 -0.47040 -6.73787  0.3405
H: -5.60305 -2.15417 -6.29370  0.3062
H: -3.30645 -0.38900 -5.29294  0.2820
H: -3.15419 -1.62781 -6.52591  0.3060
H: -2.35758 -2.49812 -4.35555  0.2789
H: -3.78727 -3.39078 -4.87446  0.3177
C: -0.90225 -1.51720 4.39273  -0.9693
C: 0.50746 -1.60618 4.96611  -0.1992
C: 0.63893 -2.67372 6.05760  -0.5274
C: -0.24885 -2.38385 7.18398  0.2108
N: -0.95592 -2.15670 8.05415  -0.4046
H: -1.62826 -1.22947 5.15389  0.4273
H: -0.94393 -0.76495 3.60074  0.0951
H: -1.21456 -2.47324 3.96748  0.3003
H: 0.79325 -0.63422 5.37360  0.2874
H: 1.20612 -1.83487 4.16171  0.1847
H: 1.66302 -2.71463 6.42795  0.3195
H: 0.38579 -3.65834 5.66195  0.2949
C: 4.75731 4.96631 -1.37967  -1.1233
C: 5.42299 4.35303 -0.15312  -0.4243
C: 5.02258 2.88776 0.07541  -0.4658
C: 3.58257 2.76409 0.28689  0.3941
N: 2.45397 2.66771 0.46329  -0.5020
H: 3.67117 4.99158 -1.27596  0.3521
H: 5.09395 5.99167 -1.52078  0.3308
H: 5.00173 4.40470 -2.28305  0.2991
H: 5.16909 4.94017 0.73037  0.3084
H: 6.50597 4.39796 -0.26580  0.3082
H: 5.52999 2.48331 0.95208  0.3189
H: 5.29755 2.27614 -0.78558  0.2995

Cartesian forces, eV/Å:
O -0.235 -0.010 0.156
P 0.400 -0.751 0.802
C 1.421 -0.103 0.082
C -0.872 0.340 -0.059
C 0.779 -0.120 0.229
C -0.819 -0.059 -0.259
N 0.557 0.148 0.253
N -0.775 -0.339 -0.422
H -0.145 0.560 -0.279
H -0.203 -0.440 -0.356
H 0.229 -0.069 0.034
H -0.159 0.065 0.058
H -0.104 0.192 0.080
H -0.023 0.205 -0.091
C 0.028 0.011 0.019
C -0.189 0.097 -0.104
C 0.026 0.197 -0.126
C -0.017 -0.274 -0.386
N 0.021 0.184 0.321
H 0.000 -0.036 0.019
H -0.003 -0.013 -0.022
H -0.014 -0.001 -0.003
H 0.066 -0.031 0.021
H 0.074 -0.054 0.056
H -0.002 -0.066 0.015
H -0.010 -0.028 0.039
C 0.027 0.026 0.004
C -0.066 0.047 -0.171
C -0.022 0.230 -0.070
C 0.282 -0.264 -0.245
N -0.297 0.159 0.324
H -0.008 -0.035 0.012
H -0.001 -0.009 -0.014
H -0.012 -0.001 -0.001
H 0.037 -0.028 0.059
H 0.055 -0.041 0.056
H 0.007 -0.050 0.018
H 0.003 -0.025 0.020
C 0.000 -0.043 0.027
C -0.065 0.206 -0.153
C 0.111 0.256 0.026
C 0.327 0.042 -0.033
N -0.406 0.173 -0.022
H -0.005 -0.025 -0.001
H 0.014 0.003 -0.016
H -0.001 0.010 -0.012
H 0.031 -0.059 0.057
H 0.018 -0.096 0.061
H -0.033 -0.058 0.005
H -0.030 -0.023 -0.009

Summary:
Net charge: +1
M, g/mol: 336.400
Max |F|, eV/Å: 1.428
DFT total energy, eV: -35808.669
Kohn-Sham gap, Eh: 0.2959